(1)
C34H35F6N4 | the ωB97M-V functional and the def2-TZVPD basis

```
79
Properties=species:S:1:pos:R:3:forces:R:3
F 0.62441 -0.61218 -8.04242 0.5 0.5 1.1
C 1.36547 -0.25693 -6.96068 1.3 -1.4 -0.7
F 1.54304 -1.37487 -6.18241 -0.4 0.9 -0.7
F 2.62061 0.08170 -7.41834 -1.3 -0.3 0.3
C 0.78501 0.87246 -6.15249 0.2 0.2 0.5
N 1.66667 1.13649 -5.00881 -1.0 -0.4 0.3
C 2.51285 2.26630 -5.16192 1.3 1.1 -0.7
C 1.99544 3.57054 -5.02144 0.2 -0.8 0.2
C 2.83031 4.66458 -5.22612 0.3 -0.2 -0.1
C 4.16338 4.46630 -5.61676 0.0 0.0 0.1
C 4.66514 3.17162 -5.80076 -0.2 0.3 0.1
C 3.83192 2.07757 -5.60516 -0.5 -0.1 0.4
C 1.48100 0.56167 -3.76867 0.1 -0.2 -0.4
C 2.58508 0.45426 -2.88416 0.3 0.1 0.5
C 2.44130 -0.07840 -1.61909 -0.3 0.3 -0.4
C 1.15430 -0.49107 -1.15159 -0.3 0.0 0.5
C 0.94940 -0.94602 0.18642 -0.3 -0.3 -1.6
C -0.34925 -1.05684 0.78400 -0.5 0.4 0.5
C -0.73838 -2.09128 1.69457 0.3 0.4 0.1
C -2.00040 -2.12991 2.26709 0.3 -0.1 -0.1
C -2.95908 -1.12242 2.01035 0.0 -0.1 -0.9
N -4.24271 -1.16940 2.50167 0.3 -0.7 0.5
C -4.83040 -2.41196 3.02084 0.4 0.5 0.0
C -5.57521 -3.09341 1.90852 -1.0 -0.3 -1.9
F -6.04011 -4.33270 2.20179 0.5 1.1 0.0
F -6.65574 -2.33152 1.52452 0.9 -0.8 0.4
F -4.78033 -3.20582 0.79135 -0.6 -0.1 1.0
C -4.97601 0.02030 2.78238 -1.1 1.1 0.1
C -5.89234 0.54496 1.85236 0.4 -0.1 0.2
C -6.58658 1.72297 2.13544 0.2 0.0 0.3
C -6.40323 2.35522 3.37222 0.1 -0.1 0.0
C -5.54085 1.80032 4.33027 -0.2 -0.1 -0.2
C -4.84930 0.62318 4.04627 0.2 -0.1 -0.5
C -2.59794 -0.08489 1.11160 0.2 0.1 0.1
C -1.34013 -0.04415 0.54292 0.1 -0.1 0.0
C 0.08184 -0.48001 -2.09440 0.0 0.5 -0.2
C 0.24297 0.00725 -3.37405 -0.3 -0.1 0.2
H 0.81659 1.77035 -6.78012 -0.5 -0.3 0.1
H -0.21739 0.58706 -5.82883 0.1 0.3 -0.4
H 0.94067 3.68282 -4.75372 0.4 0.1 0.0
H 2.43737 5.67033 -5.08052 0.1 -0.2 -0.1
H 4.81439 5.33241 -5.78672 -0.3 -0.4 0.1
H 5.69971 3.00597 -6.09628 -0.3 0.1 0.0
H 4.16633 1.05855 -5.80589 0.0 0.3 0.2
H 3.55930 0.79510 -3.24735 -0.4 -0.1 0.3
H 3.29953 -0.13610 -0.95350 -0.1 0.0 -0.1
H 1.86622 -1.27305 0.67884 -0.4 0.0 0.1
H -0.01420 -2.87369 1.94295 -0.3 0.2 -0.1
H -2.25986 -2.93269 2.95506 0.3 0.1 -0.3
H -4.05734 -3.09558 3.36952 -0.3 0.0 0.3
H -5.55163 -2.13519 3.79832 0.3 -0.4 0.0
H -6.05073 0.01353 0.91187 0.1 0.2 0.2
H -7.26354 2.14604 1.38767 0.2 -0.2 0.3
H -6.93953 3.28441 3.59733 0.2 -0.4 -0.1
H -5.40137 2.28072 5.30129 -0.1 -0.1 -0.3
H -4.18622 0.15196 4.77740 -0.2 0.3 -0.2
H -3.35228 0.65890 0.84723 0.4 -0.1 0.2
H -1.07125 0.82192 -0.07325 -0.1 -0.4 0.2
H -0.89258 -0.84465 -1.77873 0.2 0.0 -0.2
H -0.60626 0.03143 -4.06494 0.4 -0.2 0.5
N 3.31012 -3.48178 2.51819 0.0 -0.3 -0.1
C 3.62451 -2.78941 3.76363 0.1 0.4 0.3
C 3.63538 -1.29256 3.46744 0.9 -0.1 0.0
C 3.75324 -0.34702 4.66913 -0.3 0.1 0.3
C 2.78099 0.83031 4.35806 0.1 -0.2 -0.1
C 1.86127 0.31846 3.21461 -0.5 0.7 0.3
N 2.47076 -0.88848 2.75390 -0.6 -0.6 -0.8
H 4.05465 -3.30222 1.84962 0.0 -0.1 0.0
H 3.29221 -4.48211 2.68623 0.0 0.0 -0.2
H 2.84162 -3.01453 4.50405 0.2 0.0 -0.1
H 4.61149 -3.07133 4.16948 -0.3 0.0 0.1
H 4.50475 -1.13111 2.80577 0.2 0.0 0.2
H 3.45053 -0.85587 5.59748 0.1 0.1 -0.3
H 4.79022 -0.01077 4.79479 -0.3 0.0 0.1
H 2.19287 1.14988 5.23068 0.3 -0.2 -0.3
H 3.35928 1.69381 4.01743 -0.2 -0.1 0.0
H 0.81554 0.16953 3.55030 0.4 0.0 0.0
H 1.81283 1.06005 2.40178 0.0 0.1 0.2
H 1.91963 -1.63932 2.35453 0.1 0.2 0.8
```
Forces are in eV/Å.

Results
Gap between HOMO and LUMO: 5.76 eV
Charge: +1
DFT total energy: -2134.59381 a.u.
E_LUMO: -4.6 eV
HOMO level: -0.3819 Ha
Relative energy (zero: lowest compared OMol25 entry of this formula, charge and spin): 0.0 kJ/mol

(2)
C34H35N4O3ReS2 | the ωB97M-V functional and the def2-TZVPD basis

```
79
Properties=species:S:1:pos:R:3:forces:R:3
Re 0.92500 -0.85577 -0.99131 0.1 -0.3 0.6
C -1.93718 -0.02479 -0.56967 0.0 -0.1 0.2
N -0.97479 -0.95788 0.11033 0.1 0.3 -0.2
C -0.84087 -0.51622 1.52184 -0.3 0.0 -0.1
C 0.18223 -1.32143 2.27814 0.1 0.0 0.0
N 1.51360 -0.84516 1.92749 0.2 -0.1 0.0
C 2.57705 -1.77955 2.30898 0.0 0.1 0.2
C 1.73760 0.49550 2.40112 0.2 -0.2 0.1
C 1.86966 0.77542 3.76016 0.1 -0.1 0.0
C 2.09988 2.06830 4.19726 0.0 0.0 0.0
C 2.21185 3.09749 3.26768 0.0 0.0 0.0
C 2.06109 2.82791 1.91983 0.0 0.1 0.0
C 1.81415 1.52491 1.47676 -0.2 0.2 -0.1
S 1.69894 1.26099 -0.25878 0.1 -0.2 0.0
C -1.51725 -2.33094 0.01282 -0.1 0.4 0.2
C -2.27369 -2.89710 1.02614 -0.1 0.0 0.1
C -2.82328 -4.15920 0.85556 0.0 0.0 0.0
C -2.63003 -4.84026 -0.33598 0.1 0.0 -0.1
C -1.87297 -4.26395 -1.34844 -0.1 -0.2 0.0
C -1.29997 -3.01136 -1.17023 0.0 -0.1 -0.3
S -0.27939 -2.27569 -2.41077 0.0 0.1 0.2
H -2.89925 -0.08124 -0.06087 -0.1 0.0 0.0
H -2.04988 -0.31275 -1.60962 0.0 0.0 0.0
H -1.54115 0.98671 -0.51569 0.0 0.0 0.0
H -1.81475 -0.56141 2.00456 -0.1 0.1 0.0
H -0.54513 0.52823 1.49700 0.0 0.1 0.0
H 0.11426 -2.37746 2.01884 0.0 0.0 0.0
H -0.02846 -1.22963 3.35004 0.1 0.0 0.1
H 2.75319 -1.80960 3.38868 0.0 0.0 0.0
H 3.50925 -1.48594 1.81946 -0.1 0.0 0.0
H 2.30489 -2.78157 1.97739 0.1 0.2 0.1
H 1.78646 -0.02787 4.48516 0.0 0.0 -0.1
H 2.18724 2.27474 5.25736 0.0 0.0 -0.1
H 2.41221 4.11087 3.59711 0.0 -0.1 0.0
H 2.14001 3.62413 1.18710 0.0 0.0 0.1
H -2.44567 -2.37893 1.96013 0.0 -0.1 -0.1
H -3.40155 -4.60171 1.65733 0.0 0.0 -0.1
H -3.06453 -5.82203 -0.47867 0.0 0.0 0.0
H -1.70585 -4.78801 -2.28374 0.0 0.0 0.1
C 2.38971 2.82228 -6.17422 0.0 -0.2 0.1
N 1.92235 1.63697 -5.45182 0.0 0.3 -0.2
N 1.17786 1.77673 -4.29898 -0.2 0.0 -0.2
C 1.28639 0.62149 -3.58279 -0.2 0.2 0.2
O 0.56745 0.49422 -2.53647 0.1 -0.4 0.0
C 2.19261 -0.22169 -4.25159 0.0 -0.2 0.1
C 2.57261 0.45555 -5.38319 0.2 0.0 -0.2
C 3.57408 0.07583 -6.41984 0.0 0.0 0.0
C 0.07362 2.69493 -4.20303 0.2 -0.1 0.1
C -0.14048 3.32814 -2.98930 0.1 0.1 0.1
C -1.21680 4.19550 -2.86406 0.0 0.0 0.0
C -2.05535 4.43714 -3.94402 0.0 0.0 -0.1
C -1.82716 3.79372 -5.15490 0.0 0.0 0.0
C -0.76543 2.90843 -5.28667 0.0 -0.1 -0.1
H 1.65715 3.61424 -6.07368 -0.1 0.0 0.0
H 2.48917 2.57331 -7.22666 0.0 0.0 0.0
H 3.34622 3.17048 -5.78491 0.0 0.0 0.1
H 2.49767 -1.21192 -3.94447 0.0 0.2 0.0
H 3.95324 -0.92379 -6.21386 0.0 0.1 0.0
H 4.41873 0.76983 -6.42274 -0.1 0.0 0.0
H 3.12928 0.08230 -7.41747 0.0 0.0 0.1
H 0.52719 3.13545 -2.15652 -0.1 0.0 -0.1
H -1.39346 4.69267 -1.91700 0.0 0.0 -0.1
H -2.88699 5.12564 -3.84274 0.1 -0.1 0.0
H -2.48421 3.96896 -5.99745 0.0 0.0 0.0
H -0.59974 2.37665 -6.21725 0.0 0.0 0.0
O 2.90953 -1.57429 -1.48162 -0.1 -0.1 0.0
C 2.71205 -2.59589 -0.74792 -0.2 0.2 0.0
O 1.58086 -2.60098 -0.11736 0.4 -0.2 -0.8
C 3.67210 -3.69500 -0.62266 -0.1 0.1 0.0
C 4.92595 -3.58099 -1.21963 0.1 0.0 0.0
C 5.83149 -4.62312 -1.10905 0.0 0.0 0.0
C 5.48108 -5.77269 -0.41108 0.0 0.0 0.0
C 4.23044 -5.88564 0.18653 -0.1 0.0 0.0
C 3.32003 -4.84460 0.08321 0.0 -0.1 0.0
H 5.17912 -2.67462 -1.75578 0.0 0.0 0.0
H 6.80969 -4.54174 -1.56537 0.0 0.0 0.0
H 6.18846 -6.59002 -0.33416 0.0 0.0 0.0
H 3.96673 -6.78515 0.73019 0.0 0.1 0.0
H 2.33610 -4.91761 0.53193 0.1 0.0 0.0
```
Forces are in eV/Å.

Results
Gap between HOMO and LUMO (alpha / beta): 6.22 / 6.40 eV
Charge: +1
DFT total energy: -2635.85988 a.u.
E_LUMO (alpha / beta): -3.7 / -3.3 eV
HOMO level (alpha / beta): -0.3629 / -0.3581 Ha
Relative energy (zero: lowest compared OMol25 entry of this formula, charge and spin): 96.6 kJ/mol
2S+1: 2

(3)
C34H36AuBrIN3O2Sb2 | the ωB97M-V functional and the def2-TZVPD basis

```
80
Properties=species:S:1:pos:R:3:forces:R:3
Au 1.80869 1.33902 0.23248 0.2 0.8 0.6
C -0.45720 -2.02099 7.40547 0.4 -1.3 0.4
O -0.42205 -2.40326 5.97471 0.5 0.0 1.7
C 0.74756 -2.83758 5.43261 -1.4 0.0 0.4
C 0.61803 -3.23407 4.11146 0.1 0.4 0.2
C 1.76810 -3.69093 3.50197 -0.6 0.2 0.1
C 2.96142 -3.79386 4.17236 0.7 -0.8 0.0
C 3.04398 -3.50197 5.55003 0.5 -1.0 -2.4
C 1.92011 -2.99874 6.15018 0.2 0.7 2.2
N 4.16352 -4.45354 3.57406 -0.9 0.9 2.7
N 4.67729 -4.23383 2.51590 -1.2 0.4 -3.7
C 4.03732 -3.29487 1.42653 1.3 0.3 2.7
C 3.77338 -3.59612 0.11340 -0.2 -0.5 -0.5
C 3.32523 -2.57987 -0.75838 0.3 -2.9 -0.7
C 2.98488 -1.33901 -0.30250 -3.2 4.6 -1.9
O 2.24394 -0.49845 -1.08592 2.9 -3.6 2.3
C 3.35204 -0.95006 1.05036 1.6 -1.7 1.4
N 3.13192 0.25489 1.56442 -2.1 0.8 -2.6
C 3.58432 0.69482 2.69289 1.9 -1.3 1.0
C 4.46941 -0.05081 3.46773 -0.6 -2.5 -0.5
C 4.61610 -1.44713 3.07711 -0.1 0.9 -0.3
C 4.04557 -1.92191 1.84528 -0.6 2.3 0.5
H -1.48115 -1.67636 7.52722 0.3 0.6 0.0
H 0.36872 -1.31553 7.61665 -0.9 0.1 -0.2
H -0.35196 -2.84701 8.22473 0.0 0.7 -2.0
H -0.40201 -3.14638 3.70303 0.9 -0.3 -0.2
H 1.72453 -4.07492 2.53623 -0.2 -0.5 -1.8
H 4.00491 -3.84227 5.90058 0.0 0.5 1.2
H 1.88424 -2.74115 7.24031 0.3 -0.4 -1.2
H 3.84409 -4.64964 -0.18149 0.1 0.5 -0.2
H 3.09466 -2.80715 -1.81532 0.2 0.1 0.8
H 3.38242 1.66357 3.03919 -0.7 1.3 0.0
H 4.77515 0.52387 4.34917 0.6 -1.2 -0.1
H 5.14445 -2.29418 3.55076 0.1 1.5 0.6
C 0.68674 0.08841 -3.67521 -2.3 -1.7 -1.7
Sb -1.00400 -0.76141 -2.71165 0.8 1.6 0.0
C -0.72178 -2.08382 -1.17455 -2.2 -0.3 0.8
C -2.04965 -1.38844 -4.46194 2.4 0.1 -1.3
C -2.25766 -0.11640 -5.20896 -4.1 2.6 -1.4
C -1.39930 0.35469 -6.24212 -2.6 -1.5 2.6
C -1.78664 1.35448 -7.10430 2.0 0.7 -1.3
C -2.89485 2.11937 -6.89042 -1.5 -0.2 0.3
C -3.68991 1.83214 -5.77212 -1.0 -0.5 0.1
C -3.57480 0.66873 -5.07952 3.2 -1.8 2.6
C -4.56220 0.41355 -3.89097 0.5 -0.2 -0.6
Sb -3.34957 0.56599 -2.08371 -2.4 -1.4 -0.6
C -2.78679 2.50449 -1.99427 1.8 0.9 0.1
C -4.41368 0.04519 -0.33027 -0.8 0.7 0.6
H 0.62092 -0.76372 -4.35502 1.5 0.4 -0.7
H 1.52365 0.20637 -3.10132 2.1 0.1 1.2
H 0.26080 0.93973 -4.15881 0.1 0.6 -0.3
H -1.29770 -2.97662 -1.34496 0.1 -0.6 -0.1
H -1.22447 -1.59813 -0.32633 0.2 0.0 -0.1
H 0.26282 -2.26756 -0.90926 1.9 -0.4 0.2
H -2.80212 -2.10627 -4.28241 -1.5 -0.1 0.4
H -1.42519 -1.91735 -5.19079 0.6 -0.4 0.7
H -0.57765 -0.27200 -6.39645 1.5 -0.4 -0.6
H -1.05561 1.51814 -7.92978 -1.1 0.1 0.4
H -3.41132 2.71864 -7.62395 0.9 0.7 -0.2
H -4.57915 2.34634 -5.40892 0.2 0.7 -1.1
H -4.96155 -0.62356 -3.88261 0.1 0.7 -0.1
H -5.38767 1.16147 -3.86458 0.6 -0.6 -0.1
H -2.39744 2.45275 -0.97418 -0.2 0.8 -0.1
H -3.53194 3.26163 -2.12919 -0.5 0.3 0.1
H -1.88618 2.71943 -2.61667 -1.1 -0.3 0.1
H -5.38295 0.52210 -0.09784 0.7 0.0 -0.1
H -3.75162 -0.02791 0.51982 0.3 1.0 0.4
H -4.57845 -0.99148 -0.41328 -0.7 -1.4 -0.8
Br -1.68740 2.44097 1.37122 0.0 -0.4 0.5
C -1.01974 4.13172 0.95535 -1.3 0.9 0.9
C -1.47147 5.25180 1.68612 -0.7 -1.1 1.3
C -0.95651 6.52332 1.52727 -0.7 0.0 -2.7
C -0.15372 6.77169 0.35561 0.4 -0.2 1.5
C 0.25925 5.65042 -0.39676 0.4 1.2 1.1
C -0.20045 4.38408 -0.07678 1.4 -0.4 -1.7
I 0.60978 2.87152 -1.39021 -0.2 0.7 0.6
H -2.29120 5.03232 2.41801 1.0 0.5 -0.5
H -1.45417 7.32551 2.06517 0.6 0.0 0.1
H 0.23517 7.81802 0.20996 -0.4 -1.4 -0.2
H 1.13572 5.66513 -1.02163 -0.3 0.6 -0.7
```
Forces are in eV/Å.

Results
Gap between HOMO and LUMO (alpha / beta): 4.68 / 5.10 eV
Charge: +2
DFT total energy: -5118.93031 a.u.
E_LUMO (alpha / beta): -5.7 / -7.8 eV
HOMO level (alpha / beta): -0.3821 / -0.4725 Ha
Relative energy (zero: lowest compared OMol25 entry of this formula, charge and spin): 474.3 kJ/mol
2S+1: 3